(1)
Molecular formula: C24H34N4O3S
Method: DFT, wB97M-V/def2-TZVPD

SMILES string ... CCCN(CCC)CCCNC(=O)c1cc2c(-c3ccc(OC)c(OC)c3)nn(C)c2s1
HOMO energy ... -7.57 eV

Geometry as ORCA input:
```
! RIJCOSX wB97M-V def2-TZVPD def2/J DEFGRID3
* xyz 0 1
C -3.48 -3.17 -0.44
C -3.94 -1.72 -0.51
C -4.58 -1.41 -1.87
N -5.02 -0.02 -1.94
C -6.41 0.18 -1.61
C -7.43 -0.23 -2.69
C -8.86 -0.04 -2.20
C -4.54 0.73 -3.08
C -3.06 1.09 -2.92
C -2.84 1.91 -1.65
N -1.44 2.09 -1.35
C -0.79 1.29 -0.47
O -1.35 0.46 0.22
C 0.66 1.51 -0.36
C 1.48 0.84 0.50
C 2.83 1.25 0.39
C 4.15 1.05 0.87
C 4.64 0.14 1.89
C 3.77 -0.60 2.69
C 4.26 -1.46 3.65
C 5.63 -1.60 3.85
O 6.21 -2.42 4.76
C 5.38 -3.19 5.59
C 6.52 -0.85 3.04
O 7.84 -1.05 3.30
C 8.78 -0.33 2.53
C 6.02 0.00 2.08
N 4.98 1.86 0.23
N 4.27 2.59 -0.65
C 4.90 3.56 -1.50
C 2.98 2.25 -0.58
S 1.51 2.70 -1.35
H -4.31 -3.85 -0.58
H -3.03 -3.37 0.53
H -2.73 -3.37 -1.20
H -4.68 -1.53 0.27
H -3.10 -1.05 -0.34
H -3.84 -1.59 -2.66
H -5.41 -2.10 -2.05
H -6.62 -0.39 -0.70
H -6.55 1.24 -1.38
H -7.27 -1.27 -2.97
H -7.27 0.38 -3.59
H -9.04 0.99 -1.93
H -9.57 -0.32 -2.98
H -9.04 -0.66 -1.33
H -5.12 1.65 -3.14
H -4.67 0.18 -4.03
H -2.47 0.17 -2.84
H -2.73 1.64 -3.80
H -3.31 2.90 -1.75
H -3.29 1.38 -0.81
H -0.91 2.69 -1.95
H 1.09 0.09 1.15
H 2.70 -0.50 2.57
H 3.57 -2.02 4.26
H 4.73 -2.57 6.21
H 6.05 -3.76 6.23
H 4.76 -3.89 5.01
H 8.66 0.75 2.66
H 9.76 -0.64 2.90
H 8.70 -0.58 1.47
H 6.66 0.59 1.46
H 5.96 3.57 -1.25
H 4.47 4.55 -1.32
H 4.77 3.30 -2.55
*
```

Atom-resolved charges from Löwdin, all expressed in e: -0.112 -0.234 -0.206 -0.198 -0.211 -0.249 -0.116 -0.216 -0.157 -0.178 0.046 -0.514 0.060 -0.400 -0.020 -0.155 -0.177 -0.164 -0.021 -0.010 -0.199 -0.064 -0.085 -0.191 -0.064 -0.084 0.040 0.140 -0.188 -0.015 -0.488 1.085 0.068 0.068 0.070 0.107 0.080 0.118 0.115 0.119 0.123 0.101 0.101 0.070 0.067 0.071 0.120 0.122 0.110 0.111 0.126 0.115 0.092 0.117 0.099 0.105 0.097 0.094 0.097 0.097 0.093 0.097 0.102 0.092 0.092 0.092

=====

(2)
Molecular formula: C5H9NO
Method: DFT, wB97M-V/def2-TZVPD

HOMO energy (spin up / spin down) ... -9.00 / -9.00 eV

Geometry as ORCA input:
```
! RIJCOSX wB97M-V def2-TZVPD def2/J DEFGRID3
* xyz 0 1
O -2.31 -1.08 0.79
C -1.60 -0.76 -0.40
C -0.93 0.65 -0.32
C 0.47 0.34 0.23
C 1.70 0.44 -0.70
N 1.49 1.43 0.30
C 0.46 -0.75 1.17
H -1.64 -1.06 1.50
H -2.29 -0.86 -1.24
H -1.46 1.32 0.37
H -0.91 1.12 -1.31
H 1.50 0.73 -1.74
H 2.50 -0.29 -0.55
H 2.09 1.30 1.10
H -0.76 -1.45 -0.55
H 1.48 -1.12 1.37
*
```

Atom-resolved charges from Löwdin, all expressed in e: -0.108 -0.285 -0.118 -0.535 -0.101 0.079 0.222 0.041 0.117 0.123 0.111 0.116 0.109 0.102 0.098 0.029

=====

(3)
Molecular formula: C33H26F5MoN5OSSi
Method: DFT, wB97M-V/def2-TZVPD

<S²> ... 2.0471
HOMO energy (spin up / spin down) ... -12.70 / -12.94 eV

Geometry as ORCA input:
```
! RIJCOSX wB97M-V def2-TZVPD def2/J DEFGRID3
* xyz 2 3
Mo -0.18 -0.09 -0.08
C 2.13 -3.62 1.33
C 1.58 -2.49 0.52
N 1.24 -1.36 1.03
N 1.43 -1.14 2.36
C 1.12 0.07 2.89
N 1.39 0.23 4.19
S 0.42 1.28 1.97
C 1.41 -2.55 -0.94
C 1.90 -3.57 -1.74
C 1.83 -3.43 -3.12
C 1.28 -2.28 -3.66
C 0.78 -1.32 -2.80
N 0.82 -1.46 -1.47
H 1.48 -3.83 2.18
H 2.18 -4.54 0.75
H 3.13 -3.40 1.69
H 1.87 -1.87 2.91
H 1.89 -0.44 4.74
H 1.19 1.13 4.61
H 2.36 -4.45 -1.30
H 2.21 -4.22 -3.76
H 1.23 -2.13 -4.72
H 0.32 -0.41 -3.17
N 1.00 1.41 -1.17
C 1.44 2.34 -1.69
C 1.96 3.51 -2.32
C 3.27 3.51 -2.82
C 3.74 4.66 -3.43
C 2.92 5.77 -3.55
C 1.62 5.75 -3.05
C 1.13 4.62 -2.44
H 3.90 2.63 -2.72
H 4.75 4.68 -3.82
H 3.29 6.66 -4.03
H 0.99 6.63 -3.16
H 0.11 4.58 -2.06
F -4.10 0.21 -4.09
C -3.20 0.35 -3.11
C -2.39 -0.72 -2.74
F -2.10 -1.69 -3.56
C -1.92 -0.79 -1.35
F -2.09 -2.13 -0.96
C -2.70 0.29 -0.62
O -1.73 1.11 0.04
C -3.40 1.09 -1.70
F -4.68 1.47 -1.42
C -2.68 1.75 -2.74
F -1.33 1.92 -2.58
C -5.40 -4.48 1.64
C -6.18 -3.43 1.18
C -5.61 -2.19 0.94
C -4.24 -2.01 1.15
C -3.45 -3.08 1.60
C -4.04 -4.31 1.85
Si -3.60 -0.32 0.91
C -3.84 0.91 2.22
C -3.37 0.61 3.50
C -3.54 1.53 4.53
C -4.21 2.72 4.29
C -4.70 3.01 3.02
C -4.51 2.12 1.98
H -5.86 -5.44 1.83
H -7.24 -3.58 1.01
H -6.24 -1.38 0.59
H -2.39 -2.95 1.75
H -3.44 -5.13 2.21
H -1.19 -1.03 1.03
H -2.87 -0.33 3.71
H -3.17 1.30 5.52
H -4.35 3.43 5.09
H -5.23 3.94 2.84
H -4.88 2.36 1.00
*
```

Atom-resolved charges from Löwdin, all expressed in e: 1.400 0.015 -0.216 -0.083 0.019 -0.785 0.145 0.769 -0.190 0.034 0.006 0.006 -0.094 -0.038 0.105 0.086 0.116 0.148 0.131 0.122 0.121 0.132 0.131 0.119 0.076 -0.067 -0.214 -0.018 -0.047 -0.035 -0.041 -0.007 0.122 0.118 0.121 0.120 0.125 0.146 -0.260 -0.099 0.190 -0.340 -0.034 -0.476 -0.426 -0.272 0.101 0.007 -0.009 -0.048 -0.052 -0.076 -0.278 -0.104 -0.061 1.096 -0.265 -0.089 -0.062 -0.044 -0.048 -0.062 0.118 0.119 0.113 0.081 0.111 0.013 0.106 0.112 0.118 0.119 0.106

=====

(4)
Molecular formula: C3H6NO
Method: DFT, wB97M-V/def2-TZVPD

SMILES string ... C=C([NH3+])C=O
HOMO energy ... -15.38 eV

Geometry as ORCA input:
```
! RIJCOSX wB97M-V def2-TZVPD def2/J DEFGRID3
* xyz 1 1
C 1.16 0.95 0.12
C 0.12 0.21 -0.14
N 0.11 -1.22 0.00
C -1.26 0.80 -0.12
O -2.12 0.00 0.14
H 1.18 1.98 0.11
H 2.09 0.37 0.34
H 0.39 -1.46 0.95
H 0.50 -1.85 -0.72
H -0.85 -1.58 -0.17
H -1.32 1.81 -0.50
*
```

Atom-resolved charges from Löwdin, all expressed in e: 0.169 -0.281 0.233 -0.147 0.096 0.078 0.125 0.195 0.206 0.177 0.147

=====

(5)
Molecular formula: H80O40
Method: DFT, wB97M-V/def2-TZVPD

HOMO energy ... -10.30 eV

Geometry as ORCA input:
```
! RIJCOSX wB97M-V def2-TZVPD def2/J DEFGRID3
* xyz 0 1
H 2.54 0.73 -0.90
H 2.55 -0.66 -0.04
O 3.09 0.05 -0.58
H -4.41 -1.54 1.27
H -5.53 -2.18 1.86
O -5.38 -1.43 1.35
H 0.01 2.91 -1.48
H -0.02 1.56 -1.99
O 0.31 2.04 -1.22
H 6.66 -0.61 -0.24
H 5.21 -1.12 -0.50
O 5.89 -0.58 -0.92
H -1.39 -6.46 0.95
H -0.37 -5.68 1.88
O -0.49 -6.54 1.46
H 4.46 -0.59 3.11
O 4.69 0.09 3.69
H 2.88 -5.56 -0.74
O 2.01 -5.53 -0.58
H 1.69 -2.13 -1.71
H 1.08 -2.10 -3.15
O 1.46 -1.52 -2.37
H -1.97 -0.48 6.11
H -1.77 -1.97 6.17
O -1.51 -1.08 5.72
H 3.93 -2.75 -3.04
H 3.47 -3.95 -3.59
O 3.78 -3.70 -2.75
H -4.40 -0.44 -0.89
H -5.88 -0.56 -1.06
O -5.16 -0.21 -1.53
H -2.51 -0.77 2.23
O -2.35 -1.75 2.28
H -0.72 -2.35 -0.91
H -0.55 -1.51 0.36
O -1.11 -2.21 0.01
H -4.96 1.99 2.83
H -3.49 2.07 2.52
O -4.15 2.18 3.26
H 1.46 2.61 -6.14
H 0.97 2.96 -4.72
O 0.69 2.80 -5.55
H -1.65 1.36 -3.30
H -1.23 2.45 -4.42
O -1.01 1.91 -3.62
H -4.90 0.60 -3.17
H -4.55 -0.71 -3.75
O -4.94 0.11 -3.96
H -2.03 -4.23 -3.63
H -3.13 -4.62 -2.97
O -2.21 -4.45 -2.80
H 3.32 3.65 -2.86
O 2.81 3.90 -3.73
H -0.93 4.95 -3.12
H -0.55 4.48 -4.57
O -1.20 4.39 -3.86
H -2.97 -3.23 -0.80
O -3.29 -3.36 0.15
H 4.83 0.92 -2.72
H 5.98 1.63 -2.08
O 5.28 1.78 -2.78
H -5.71 -3.18 -2.05
H -4.62 -3.93 -1.49
O -5.13 -3.88 -2.32
H -1.03 -0.53 -3.10
H -2.30 -1.47 -2.70
O -2.03 -0.76 -3.33
H -2.51 2.41 6.01
H -1.27 1.94 5.32
O -1.65 2.63 5.84
H 0.81 4.28 5.45
H -0.53 3.96 5.61
O 0.20 3.96 4.95
H 2.09 -3.57 0.21
H 1.95 -4.19 1.53
O 1.66 -3.39 1.07
H 1.54 5.51 0.83
H 1.48 4.19 0.75
O 2.04 4.85 1.14
H 2.57 1.25 6.25
H 1.19 1.84 5.44
O 1.71 1.42 6.03
H -1.23 2.98 2.55
H -0.53 4.33 2.37
O -1.09 3.70 1.84
H -4.92 3.51 -1.60
H -4.03 3.77 -2.98
O -4.32 4.09 -2.06
H 2.24 0.10 2.68
O 2.51 -0.59 2.10
H -2.45 2.01 0.56
H -1.48 1.53 -0.46
O -2.18 1.22 0.11
H 3.48 3.91 -4.51
H 4.10 0.90 3.85
H -2.64 -2.87 0.71
H 1.48 -6.26 -1.13
H -1.96 -1.88 3.24
H 2.07 -1.44 2.07
O 0.69 -1.04 3.89
H 1.58 -1.08 3.95
H 0.31 -0.85 4.64
O -2.27 4.99 -0.67
H -2.40 4.83 0.28
H -3.13 4.87 -1.09
O -0.42 -2.70 -4.19
H -0.13 -2.17 -5.03
H -0.51 -1.80 -3.78
O 0.36 0.16 1.33
H -0.46 0.76 1.00
H 0.24 -0.28 2.20
O 3.44 -2.78 4.71
H 3.71 -2.65 3.87
H 3.85 -2.10 5.23
O 6.02 1.44 1.07
H 5.62 1.25 1.76
H 5.66 1.02 0.25
O 3.33 0.00 -3.50
H 3.28 -0.84 -4.01
H 2.63 -0.38 -2.87
*
```

Results of the Löwdin charge analysis, in e, for atoms 1 through 99: -0.004 0.085 -0.067 0.011 0.003 -0.043 0.044 0.012 -0.034 0.107 0.033 -0.099 0.096 0.012 -0.104 -0.028 -0.057 -0.055 -0.042 0.006 0.090 -0.066 -0.068 0.133 0.012 0.059 0.011 -0.047 0.086 0.009 -0.056 0.066 -0.095 0.071 0.002 -0.082 0.014 0.030 -0.040 0.077 -0.062 -0.029 -0.034 0.064 -0.052 -0.029 -0.022 -0.045 -0.064 0.026 0.015 0.085 -0.142 0.045 0.041 -0.058 0.031 -0.123 -0.025 0.046 -0.101 0.028 0.018 -0.049 0.092 0.057 -0.076 0.014 0.042 0.004 -0.063 0.053 0.004 0.022 0.044 -0.048 -0.032 0.014 0.014 -0.005 -0.036 0.033 0.069 0.058 -0.091 0.045 0.113 -0.064 0.031 -0.073 0.006 -0.003 -0.025 0.089 0.099 -0.009 0.145 0.105 0.017

=====

(6)
Molecular formula: C24H28ClN3O3
Method: DFT, wB97M-V/def2-TZVPD

SMILES string ... COc1ccccc1N1CCN(C(=O)C2CCN(C(=O)c3cccc(Cl)c3)CC2)CC1
HOMO energy ... -7.70 eV

Geometry as ORCA input:
```
! RIJCOSX wB97M-V def2-TZVPD def2/J DEFGRID3
* xyz 0 1
C -4.64 -3.00 2.46
O -4.32 -1.86 1.70
C -4.94 -1.67 0.49
C -5.79 -2.61 -0.08
C -6.43 -2.35 -1.28
C -6.23 -1.14 -1.91
C -5.36 -0.21 -1.36
C -4.69 -0.44 -0.16
N -3.88 0.51 0.44
C -2.55 0.16 0.87
C -1.53 0.40 -0.26
N -1.57 1.79 -0.66
C -0.62 2.74 -0.51
O -0.83 3.90 -0.83
C 0.74 2.30 0.02
C 1.55 1.67 -1.13
C 3.06 1.75 -0.81
N 3.26 1.78 0.62
C 3.40 0.67 1.38
O 3.33 0.67 2.59
C 3.69 -0.60 0.63
C 2.71 -1.58 0.53
C 2.98 -2.78 -0.11
C 4.23 -3.01 -0.65
C 5.21 -2.04 -0.53
Cl 6.78 -2.33 -1.19
C 4.96 -0.84 0.10
C 2.80 3.01 1.24
C 1.51 3.50 0.57
C -2.89 2.18 -1.11
C -3.91 1.89 0.00
H -4.09 -2.90 3.39
H -5.71 -3.05 2.67
H -4.32 -3.93 1.96
H -5.97 -3.55 0.42
H -7.09 -3.09 -1.70
H -6.73 -0.92 -2.84
H -5.22 0.72 -1.89
H -2.52 -0.88 1.18
H -2.28 0.79 1.73
H -0.53 0.11 0.07
H -1.80 -0.22 -1.12
H 0.62 1.58 0.84
H 1.35 2.20 -2.06
H 1.26 0.63 -1.27
H 3.59 0.91 -1.25
H 3.48 2.68 -1.21
H 1.74 -1.40 0.97
H 2.21 -3.53 -0.18
H 4.45 -3.95 -1.14
H 5.73 -0.09 0.19
H 2.63 2.78 2.30
H 3.59 3.76 1.17
H 1.73 4.18 -0.26
H 0.90 4.05 1.28
H -2.87 3.24 -1.35
H -3.14 1.60 -2.02
H -4.92 2.15 -0.32
H -3.66 2.51 0.86
*
```

Atom-resolved charges from Löwdin, all expressed in e: -0.083 -0.113 -0.198 -0.030 -0.098 -0.098 -0.028 -0.155 -0.090 -0.123 -0.112 -0.043 -0.427 0.063 -0.222 -0.096 -0.126 -0.054 -0.432 0.081 -0.150 -0.025 -0.066 -0.105 -0.662 0.678 -0.056 -0.121 -0.119 -0.109 -0.134 0.095 0.098 0.096 0.101 0.100 0.101 0.097 0.117 0.135 0.101 0.138 0.142 0.129 0.107 0.118 0.132 0.116 0.107 0.104 0.124 0.121 0.129 0.121 0.125 0.123 0.123 0.123 0.133

=====

(7)
Molecular formula: C20H55N5O5
Method: DFT, wB97M-V/def2-TZVPD

SMILES string ... COC[C@H](C)N.COC[C@H](C)N.COC[C@H](C)N.COC[C@H](C)N.COC[C@H](C)N
HOMO energy ... -8.85 eV

Geometry as ORCA input:
```
! RIJCOSX wB97M-V def2-TZVPD def2/J DEFGRID3
* xyz 0 1
C -5.52 4.18 -1.26
O -4.15 4.02 -1.31
C -3.43 3.72 -0.18
C -2.02 3.21 -0.51
C -1.27 4.28 -1.31
N -2.04 1.91 -1.16
H -6.02 3.63 -0.45
H -5.96 3.72 -2.15
H -5.71 5.25 -1.16
H -3.31 4.62 0.42
H -4.03 3.14 0.52
H -1.48 2.99 0.41
H -0.83 5.05 -0.68
H -1.78 4.77 -2.14
H -0.45 3.85 -1.89
H -1.61 1.98 -2.07
H -2.98 1.84 -1.51
C -0.93 5.31 6.80
O -1.38 4.22 6.01
C -1.80 3.10 6.75
C -2.02 1.76 5.79
C -3.17 1.96 4.88
N -2.28 0.68 6.64
H -1.49 5.47 7.71
H -1.19 6.23 6.28
H 0.13 5.40 7.06
H -1.07 2.81 7.51
H -2.71 3.24 7.33
H -1.10 1.62 5.23
H -4.17 2.07 5.30
H -3.14 1.29 4.03
H -3.01 2.87 4.30
H -3.27 0.66 6.85
H -2.26 -0.12 6.02
C 0.95 -3.08 2.32
O -0.01 -2.81 1.34
C 0.23 -1.68 0.43
C 0.33 -0.23 1.05
C -0.82 0.27 1.95
N 0.47 0.85 0.02
H 1.83 -3.32 1.72
H 0.78 -3.86 3.07
H 1.06 -2.20 2.96
H 1.11 -1.94 -0.15
H -0.57 -1.57 -0.31
H 1.21 -0.35 1.68
H -0.99 -0.18 2.93
H -1.68 0.01 1.33
H -0.89 1.35 2.10
H -0.34 0.87 -0.57
H 0.39 1.74 0.48
C 0.31 -4.55 -1.40
O 0.91 -5.28 -2.46
C 2.28 -5.68 -2.23
C 2.61 -7.04 -3.11
C 4.13 -7.35 -3.17
N 2.15 -6.94 -4.48
H 0.43 -4.98 -0.40
H -0.74 -4.41 -1.66
H 0.68 -3.53 -1.43
H 3.02 -5.01 -2.68
H 2.62 -5.72 -1.20
H 2.21 -7.90 -2.58
H 4.73 -6.72 -3.83
H 4.31 -8.32 -3.63
H 4.41 -7.34 -2.11
H 1.36 -6.31 -4.47
H 1.78 -7.80 -4.85
C 4.80 2.25 -4.24
O 3.43 1.86 -4.23
C 3.09 0.50 -4.32
C 1.97 0.25 -3.26
C 1.71 -1.28 -3.23
N 0.80 0.99 -3.59
H 5.41 2.10 -3.35
H 4.75 3.33 -4.05
H 5.28 1.86 -5.13
H 2.71 0.13 -5.27
H 3.99 -0.13 -4.24
H 2.28 0.43 -2.23
H 1.50 -1.67 -4.22
H 0.86 -1.52 -2.59
H 2.59 -1.74 -2.79
H 0.68 1.06 -4.59
H 1.32 1.84 -3.39
*
```

Atom-resolved charges from Löwdin, all expressed in e: -0.110 -0.181 -0.234 -0.406 -0.048 0.039 0.086 0.091 0.093 0.124 0.122 0.107 0.079 0.080 0.065 0.063 0.075 -0.118 -0.178 -0.179 -0.445 -0.092 0.024 0.081 0.081 0.084 0.110 0.114 0.136 0.088 0.069 0.073 0.073 0.075 -0.115 -0.210 -0.158 -0.378 -0.069 0.049 0.088 0.087 0.076 0.096 0.120 0.111 0.061 0.078 0.060 0.018 0.047 -0.097 -0.199 -0.140 -0.409 -0.089 0.026 0.090 0.097 0.044 0.106 0.113 0.118 0.071 0.067 0.068 0.056 0.072 -0.096 -0.199 -0.201 -0.452 -0.069 0.057 0.079 0.086 0.091 0.118 0.119 0.125 0.078 0.051 0.077 0.077 0.060

=====

Relative energy (zero: lowest compared OMol25 entry of this formula, charge and spin) values (in eV) by entry order: 1.829 5.903 2.370 0.823 14.439 1.218 4.380.